Entry 1:
{"formula": "C21H20ClN2O5PRh", "method": "ωB97M-V with the def2-TZVPD basis set", "charge": 1, "homo_lumo_gap_ev": 7.563, "e_tot_ha": -2209.9243, "homo_energy_ev": -11.93, "de_lowest_kj_mol": 54.6, "multiplicity": 1, "elements": ["Rh", "O", "C", "O", "C", "O", "C", "C", "O", "O", "H", "H", "H", "H", "H", "N", "P", "C", "C", "C", "C", "C", "C", "C", "C", "C", "C", "C", "C", "C", "C", "C", "C", "C", "N", "H", "H", "H", "H", "H", "H", "H", "H", "H", "H", "H", "H", "H", "H", "H", "Cl"], "positions_angstrom": [[-0.296, -0.197, -0.102], [-1.021, 3.828, -0.700], [-1.086, 2.549, -0.969], [-1.154, 1.716, -0.067], [-1.117, 2.259, -2.437], [-1.428, 0.909, -2.642], [-0.593, 0.309, -3.637], [0.819, 0.087, -3.103], [1.740, 0.005, -3.881], [0.931, -0.012, -1.807], [-0.972, 3.953, 0.264], [-0.132, 2.537, -2.830], [-1.859, 2.912, -2.906], [-0.561, 0.921, -4.538], [-1.041, -0.653, -3.890], [-1.261, -2.577, 1.351], [-2.014, -1.135, 0.900], [-3.426, -1.575, -0.107], [-3.429, -1.466, -1.493], [-4.535, -1.897, -2.213], [-5.624, -2.441, -1.552], [-5.624, -2.551, -0.167], [-4.533, -2.111, 0.561], [-2.684, -0.378, 2.373], [-2.303, -0.792, 3.645], [-2.843, -0.166, 4.758], [-3.748, 0.873, 4.599], [-4.126, 1.289, 3.328], [-3.602, 0.659, 2.213], [0.001, -2.877, 0.877], [0.635, -4.074, 1.190], [1.905, -4.294, 0.709], [2.526, -3.321, -0.065], [1.846, -2.162, -0.342], [0.586, -1.949, 0.102], [-1.789, -3.341, 1.748], [-2.587, -1.031, -2.001], [-4.544, -1.805, -3.291], [-6.484, -2.778, -2.116], [-6.480, -2.968, 0.346], [-4.552, -2.167, 1.643], [-1.571, -1.579, 3.769], [-2.549, -0.484, 5.749], [-4.164, 1.362, 5.470], [-4.837, 2.095, 3.209], [-3.913, 0.971, 1.222], [0.129, -4.799, 1.812], [2.417, -5.217, 0.948], [3.525, -3.454, -0.450], [2.260, -1.370, -0.946], [0.347, 0.204, 2.018]]}

***

Entry 2:
{"formula": "C21H20ClN3O5S", "method": "ωB97M-V with the def2-TZVPD basis set", "charge": 0, "homo_lumo_gap_ev": 8.449, "e_tot_ha": -2211.0876, "smiles": "CCOc1cc(/C=N/N=C2/NC(=O)[C@@H](CC(=O)O)S2)ccc1OCc1ccccc1Cl", "homo_energy_ev": -8.03, "de_lowest_kj_mol": 126.7, "multiplicity": 1, "elements": ["C", "C", "O", "C", "C", "C", "C", "N", "N", "C", "N", "C", "O", "C", "C", "C", "O", "O", "S", "C", "C", "C", "O", "C", "C", "C", "C", "C", "C", "C", "Cl", "H", "H", "H", "H", "H", "H", "H", "H", "H", "H", "H", "H", "H", "H", "H", "H", "H", "H", "H", "H"], "positions_angstrom": [[-4.185, 2.206, 1.440], [-3.160, 1.467, 0.595], [-2.375, 2.434, -0.074], [-1.301, 2.018, -0.811], [-1.012, 0.683, -1.037], [0.085, 0.279, -1.802], [0.353, -1.123, -2.020], [-0.385, -2.027, -1.510], [-0.260, -3.312, -1.745], [0.567, -4.114, -1.241], [0.495, -5.473, -1.477], [1.380, -6.308, -0.879], [1.418, -7.502, -1.036], [2.350, -5.536, 0.009], [3.788, -5.807, -0.426], [4.819, -5.251, 0.532], [5.864, -4.766, 0.199], [4.454, -5.380, 1.811], [1.910, -3.771, -0.110], [0.916, 1.251, -2.351], [0.643, 2.583, -2.131], [-0.450, 2.998, -1.372], [-0.560, 4.351, -1.274], [-1.569, 4.973, -0.515], [-1.415, 4.824, 0.977], [-0.286, 4.252, 1.547], [-0.175, 4.112, 2.919], [-1.191, 4.554, 3.747], [-2.319, 5.143, 3.202], [-2.421, 5.273, 1.827], [-3.836, 6.016, 1.162], [-3.685, 2.803, 2.197], [-4.843, 1.491, 1.925], [-4.779, 2.866, 0.813], [-2.521, 0.843, 1.235], [-3.665, 0.823, -0.137], [-1.637, -0.094, -0.633], [1.210, -1.369, -2.654], [-0.220, -5.826, -2.098], [2.218, -5.851, 1.048], [3.984, -5.391, -1.416], [3.926, -6.892, -0.474], [5.143, -5.027, 2.396], [1.772, 0.965, -2.944], [1.274, 3.354, -2.544], [-1.486, 6.034, -0.780], [-2.562, 4.624, -0.818], [0.513, 3.913, 0.905], [0.709, 3.658, 3.340], [-1.110, 4.445, 4.818], [-3.117, 5.499, 3.833]]}

***

Entry 3:
{"formula": "C21H20ClN6O8S2Sc", "method": "ωB97M-V with the def2-TZVPD basis set", "charge": 0, "homo_lumo_gap_ev": 7.859, "e_tot_ha": -3760.0431, "homo_energy_ev": -7.79, "de_lowest_kj_mol": 60.7, "multiplicity": 1, "elements": ["Sc", "C", "N", "C", "C", "N", "C", "C", "C", "C", "C", "C", "N", "C", "N", "C", "C", "C", "C", "C", "C", "N", "H", "H", "H", "H", "H", "H", "H", "H", "H", "H", "H", "H", "H", "H", "H", "O", "Cl", "O", "O", "O", "S", "C", "N", "C", "C", "C", "C", "H", "H", "H", "H", "H", "O", "S", "O", "O", "O"], "positions_angstrom": [[-0.525, 0.588, 0.061], [1.611, -0.737, 2.397], [0.747, 0.442, 2.360], [1.410, 1.720, 2.592], [1.777, 2.353, 1.285], [1.326, 1.941, 0.123], [1.874, 2.786, -0.823], [1.737, 2.793, -2.210], [2.460, 3.747, -2.900], [3.266, 4.687, -2.247], [3.386, 4.710, -0.870], [2.685, 3.739, -0.169], [2.602, 3.425, 1.172], [1.616, -1.442, 1.073], [1.231, -0.898, -0.058], [1.402, -1.873, -1.029], [1.128, -1.851, -2.395], [1.395, -3.007, -3.101], [1.934, -4.142, -2.491], [2.211, -4.178, -1.139], [1.926, -3.031, -0.416], [2.060, -2.712, 0.919], [1.268, -1.446, 3.161], [2.646, -0.452, 2.641], [-0.023, 0.334, 3.017], [2.300, 1.621, 3.234], [0.709, 2.381, 3.113], [1.072, 2.098, -2.707], [2.398, 3.782, -3.976], [3.806, 5.419, -2.831], [3.985, 5.453, -0.362], [3.025, 3.942, 1.927], [0.673, -0.991, -2.865], [1.168, -3.040, -4.154], [2.127, -5.019, -3.088], [2.618, -5.056, -0.663], [2.295, -3.345, 1.666], [-3.296, 2.653, 1.985], [-2.080, 1.970, 2.006], [-1.663, 1.687, 3.341], [-1.034, 2.706, 1.377], [-2.185, 0.700, 1.319], [-1.330, -2.140, 1.621], [-2.949, -2.247, 1.208], [-3.406, -1.574, 0.119], [-4.700, -1.515, -0.225], [-5.641, -2.206, 0.487], [-5.214, -2.981, 1.583], [-3.895, -3.004, 1.940], [-2.699, -1.098, -0.482], [-4.918, -0.895, -1.083], [-6.682, -2.167, 0.214], [-5.940, -3.558, 2.136], [-3.539, -3.582, 2.777], [-1.330, 1.682, -1.296], [-1.676, 0.522, -2.214], [-3.082, 0.417, -2.477], [-1.278, -0.617, -1.237], [-0.787, 0.504, -3.346]]}